1.
The following is a DFT calculation (ωB97M-V/def2-TZVPD) of a structure of composition C20H17Co2N2O6 at a distorted geometry.

CARTESIAN COORDINATES (ANGSTROEM)
C  -2.31819  0.44853  3.51228
C  -2.09202  -1.06864  3.56018
C  -0.60778  -1.32449  3.27380
N  -0.02019  0.00387  3.17520
N  1.25839  0.24134  3.06878
C  2.21598  -0.58660  3.32278
C  -0.97875  1.10356  3.16993
H  -3.07682  0.72007  2.77268
H  -2.64010  0.81802  4.49002
H  -2.33973  -1.45902  4.55161
H  -2.71002  -1.58445  2.81921
H  -0.11182  -1.91289  4.06264
H  -0.47396  -1.89094  2.33036
H  3.22011  -0.29507  2.99684
H  2.08995  -1.50202  3.92622
H  -0.98298  1.60993  2.18784
H  -0.67907  1.86865  3.90477
O  0.55408  1.91996  -3.82148
C  1.14359  1.51268  -2.91375
Co  2.18134  1.07825  -1.53026
C  3.79515  1.49528  -2.20552
O  4.83100  1.84663  -2.57567
C  2.05369  2.47256  -0.46191
O  2.02381  3.40369  0.22319
C  2.15313  -0.65063  -0.95776
C  1.01483  0.03581  -0.61754
C  -0.20603  0.07159  -0.04028
C  -1.38327  0.36997  -0.84079
C  -2.45192  1.17997  -0.38069
C  -3.57986  1.36353  -1.18014
C  -3.68252  0.74368  -2.43347
C  -2.62049  -0.03558  -2.90840
C  -1.47190  -0.17543  -2.13924
Co  2.39656  -1.44201  -2.79721
C  2.07181  -3.07976  -2.30740
O  1.79917  -4.13789  -1.91793
C  4.08435  -1.39247  -3.24124
O  5.19552  -1.39382  -3.57111
C  1.50487  -1.26211  -4.30081
O  0.92685  -1.20162  -5.30433
H  2.80424  -1.14742  -0.22039
H  -0.31288  -0.10276  1.03034
H  -2.34012  1.70592  0.57128
H  -4.38508  2.01352  -0.84013
H  -4.57886  0.86748  -3.04312
H  -2.66331  -0.51634  -3.88272
H  -0.61072  -0.73257  -2.51666

HOMO level in eV: -10.948
ΔE to the lowest compared entry with this formula, charge and spin in kJ/mol: 29.8
Frontier orbital gap in eV: 4.5
LUMO in eV: -6.457
Total charge: +1

Results of the Löwdin charge analysis, in e, for atoms 1 through 2: -0.15 -0.15

=====

2.
The following is a DFT calculation (ωB97M-V/def2-TZVPD) of a structure of composition C50H49FN8O8STi at a distorted geometry.

CARTESIAN COORDINATES (ANGSTROEM)
Ti  10.64418  16.67845  14.66301
C  15.08434  24.86820  24.63049
O  13.70904  24.65518  24.21666
C  13.33821  24.05154  23.07864
C  11.90177  24.06150  22.84147
C  11.41838  23.48511  21.71423
C  12.29711  22.75329  20.85056
C  13.70607  22.93648  21.02688
C  14.26525  23.56187  22.17106
N  11.72983  21.92262  19.91166
N  12.54295  21.15438  19.27131
C  11.92757  20.36444  18.33334
C  10.57359  20.69142  17.92181
C  9.84453  19.83020  17.21444
C  10.48515  18.70857  16.67940
O  9.77919  17.88006  15.89925
C  11.84836  18.43592  16.95957
N  12.38596  17.31284  16.41513
C  13.55907  16.84510  16.88706
C  14.30871  17.59106  17.78182
C  13.84470  18.80338  18.22537
C  12.58887  19.26336  17.84319
H  15.03232  25.06645  25.71162
H  15.51674  25.72413  24.09363
H  15.68133  23.95760  24.49768
H  11.29832  24.42574  23.64140
H  10.34205  23.49701  21.44755
H  14.30828  22.58509  20.18633
H  15.32356  23.54938  22.33635
H  10.16644  21.60195  18.30969
H  8.78694  19.89968  17.03855
H  13.94790  15.88014  16.56477
H  15.33467  17.29636  17.96373
H  14.42190  19.42342  18.90175
C  14.53912  20.56792  10.20865
C  14.05706  19.21533  9.71858
N  14.24007  18.31411  10.86576
C  15.51840  17.65907  11.00226
C  16.81959  18.37170  10.45432
C  13.31771  18.36187  11.93635
S  13.55203  17.34395  13.48824
N  12.44010  19.28737  11.73534
C  11.33225  19.55975  12.49946
O  10.88402  18.92585  13.53039
C  10.59847  20.72505  11.79686
C  9.49266  21.24577  12.53210
C  8.64112  22.27486  12.05381
C  8.94515  22.89676  10.87703
C  10.07316  22.45414  10.16117
C  10.98544  21.54036  10.68393
H  13.75994  21.30547  9.99709
H  15.46839  20.79672  9.73311
H  14.74831  20.58881  11.28275
H  14.71773  18.87660  8.90364
H  13.04940  19.23242  9.33350
H  15.54519  16.71337  10.41420
H  15.68453  17.40167  12.07469
H  16.98647  18.36716  9.36570
H  17.65323  17.76864  10.87732
H  16.85439  19.39336  10.85754
H  9.29055  20.66600  13.42419
H  7.84641  22.62094  12.75494
H  8.31436  23.71024  10.56233
H  10.18021  22.89586  9.17058
H  11.94123  21.51265  10.16568
C  10.97120  9.32715  9.48544
O  10.58675  10.10609  10.64132
C  9.28725  10.12592  11.04081
C  8.22293  9.26875  10.75138
C  6.89769  9.78195  10.86289
C  6.61999  11.00321  11.45456
C  7.62982  11.74300  12.00931
C  8.95894  11.28753  11.81565
N  10.05071  12.03853  12.24955
C  9.94939  13.18014  13.01970
N  9.18373  12.90769  14.15638
C  8.59587  13.63042  15.17608
C  9.13766  14.79280  15.84855
C  8.30099  15.56031  16.67388
C  6.92414  15.23298  16.73570
C  6.51931  13.97749  16.37016
C  7.40960  13.09439  15.70689
O  7.35931  11.78060  15.47130
C  6.68467  10.90744  16.36257
N  10.48164  14.31493  12.80574
C  11.00442  14.52945  11.52159
C  10.20851  15.28524  10.65172
C  10.65780  15.41599  9.35154
C  11.98116  15.04142  8.96473
C  12.82170  14.46187  9.92945
C  12.40874  14.18176  11.23383
O  13.16490  13.83410  12.28870
C  14.46269  13.05086  12.25898
H  11.77872  9.88745  8.96004
H  10.10394  9.23702  8.77731
H  11.40383  8.36131  9.74068
H  8.44310  8.32702  10.31444
H  6.07484  9.20243  10.40780
H  5.58782  11.35668  11.53942
H  7.41038  12.70169  12.52789
H  10.97032  11.89043  11.81730
H  9.06047  11.88121  14.25719
H  8.71839  16.41023  17.16953
H  6.19497  15.99471  17.01161
H  5.54688  13.54920  16.71413
H  6.94917  11.03985  17.41440
H  7.03366  9.88363  16.12873
H  5.59231  10.97329  16.17419
H  9.29992  15.78360  11.03350
H  9.97966  15.84242  8.58717
H  12.36950  15.33180  7.97679
H  13.80686  14.20562  9.55092
H  14.52630  12.67651  13.27301
H  15.20164  13.81879  11.98244
H  14.39346  12.22292  11.55925
O  10.41472  15.15092  15.73763
O  12.14539  16.48291  13.60737
F  9.18659  16.67941  13.65041

HOMO level (alpha / beta) in eV: 0.196 / -1.475
ΔE to the lowest compared entry with this formula, charge and spin in kJ/mol: 15.0
Frontier orbital gap (alpha / beta) in eV: 3.0 / 4.7
LUMO (alpha / beta) in eV: 3.190 / 3.190
Total charge: -2
Multiplicity: 3

Results of the Löwdin charge analysis, in e, for atoms 1 through 2: 1.17 -0.08